Record 1
A molecular structure, C4H9NO3, computed with ωB97M-V/def2-TZVPD.

XYZ file:
```
17
Properties=species:S:1:pos:R:3:lowdin_charge:R:1
C 0.5066 -1.3795 0.0370 -0.254
N 0.7369 -0.0548 0.3454 -0.104
C 0.7115 0.9469 -0.7257 -0.024
C 0.2885 0.3835 1.5856 -0.041
C -0.9438 -0.0268 1.9953 0.244
O -2.3725 0.4796 0.0245 -0.169
O 0.3781 -2.2333 0.8848 0.109
H 0.4393 -1.5795 -1.0389 0.130
H -0.2826 1.3441 -0.9045 0.078
H 1.4534 1.7294 -0.4789 0.110
H 1.0673 0.4137 -1.7069 0.047
H -1.2128 -0.2479 3.0277 0.106
H 0.8672 1.2021 2.0021 0.153
H -1.7810 0.1912 0.9837 -0.042
H 1.8952 -0.6693 -3.4349 -0.036
H -3.3121 0.2761 -0.0683 0.017
O 1.5606 -0.7756 -2.5281 -0.325
```

For the lowest unoccupied orbital energy, the calculation gives -4.3254 eV.

Record 2
2 unconnected molecules or ions with the total composition H3N2O2P, computed with ωB97M-V/def2-TZVPD.

XYZ file:
```
8
Properties=species:S:1:pos:R:3:mulliken_spin:R:1
N -1.2272 -0.1839 0.7379 0.166
N 1.3187 0.1066 0.0604 0.009
O 0.9904 1.2607 0.2886 0.035
O 2.3977 -0.2469 -0.3632 0.094
P 0.0110 -1.1202 0.1462 0.747
H -0.9482 0.6899 1.1452 -0.006
H -2.1193 -0.3657 0.2954 0.001
H -0.4231 -0.1406 -2.3105 0.954
```

As for the expectation value of S²: 2.005. For the lowest unoccupied orbital energy (alpha / beta), the calculation gives 0.3203 / -1.9060 eV. The spin multiplicity is 3.

Record 3
12 unconnected molecules or ions with the total composition C31H86O17, computed with ωB97M-V/def2-TZVPD.

XYZ file:
```
134
Properties=species:S:1:pos:R:3:lowdin_charge:R:1
C 5.2300 -2.3853 1.0163 -0.052
C 3.9788 -2.6887 0.1989 -0.511
C 3.9018 -4.1254 -0.2731 -0.052
O 2.8791 -2.4587 1.0251 -0.058
H 6.1796 -2.4435 0.4844 0.079
H 5.2815 -3.1419 1.7992 0.079
H 5.1908 -1.4161 1.5135 0.078
H 3.8975 -1.9812 -0.6263 0.139
H 3.1242 -4.2387 -1.0285 0.078
H 3.6820 -4.7843 0.5670 0.083
H 4.8260 -4.4746 -0.7335 0.079
H 3.0032 -2.9573 1.8360 0.074
C 1.6505 5.1580 -2.5529 -0.046
C 2.8441 4.4621 -3.2142 -0.556
C 2.6934 2.9512 -3.3812 -0.048
O 3.1541 5.0403 -4.3992 -0.029
H 1.8224 6.2185 -2.3691 0.074
H 1.3437 4.7558 -1.5874 0.078
H 0.8329 5.1719 -3.2736 0.076
H 3.7146 4.6837 -2.5968 0.126
H 2.2375 2.3840 -2.5697 0.077
H 3.6251 2.4964 -3.7175 0.073
H 2.0571 2.8283 -4.2575 0.076
H 3.7736 4.5310 -4.9270 0.098
C 1.2361 -2.6773 -5.4432 -0.067
C 1.6085 -2.1413 -6.8150 -0.493
C 3.1113 -2.1130 -7.1056 -0.056
O 1.0690 -3.0906 -7.6879 -0.069
H 1.5487 -2.0501 -4.6083 0.072
H 1.6651 -3.6613 -5.2542 0.081
H 0.1559 -2.7963 -5.3589 0.076
H 1.0969 -1.1981 -7.0066 0.137
H 3.5871 -3.0792 -7.2737 0.081
H 3.6392 -1.5033 -6.3724 0.075
H 3.2840 -1.5762 -8.0383 0.074
H 1.5085 -3.9419 -7.6267 0.088
C -2.9442 8.8034 -1.3984 -0.049
C -2.9969 7.3555 -2.0184 -0.447
C -2.6471 6.2674 -0.9771 -0.069
O -4.3167 6.9966 -2.3899 -0.064
H -3.6559 9.1482 -0.6483 0.079
H -2.7640 9.5322 -2.1887 0.064
H -1.9742 8.9486 -0.9230 0.060
H -2.3038 7.2147 -2.8478 0.130
H -2.2257 5.4118 -1.5047 0.068
H -3.4683 5.9365 -0.3412 0.076
H -1.9342 6.6629 -0.2536 0.063
H -4.3387 6.6288 -3.2764 0.087
C 4.5809 4.0507 2.0125 -0.059
C 5.3579 3.9896 3.3201 -0.513
C 5.0997 2.7993 4.1934 -0.071
O 6.7361 3.9053 2.9881 -0.044
H 3.4950 4.0006 2.0917 0.074
H 4.7812 3.2758 1.2726 0.080
H 4.7591 5.0187 1.5444 0.075
H 5.0241 4.8351 3.9216 0.133
H 4.0598 2.8016 4.5201 0.077
H 5.8096 2.7369 5.0182 0.082
H 5.2049 1.8778 3.6209 0.078
H 7.1663 4.5110 3.5961 0.089
C -3.5842 -4.6151 -2.5478 -0.086
C -2.9208 -5.9204 -2.4138 -0.526
C -2.8941 -6.6085 -3.7853 -0.042
O -1.6071 -5.5909 -2.0478 -0.057
H -3.0463 -4.0185 -3.2846 0.095
H -3.5856 -4.0747 -1.6012 0.083
H -4.6281 -4.7341 -2.8379 0.087
H -3.3342 -6.5086 -1.5945 0.137
H -3.9045 -6.5678 -4.1922 0.075
H -2.5627 -7.6371 -3.6431 0.077
H -2.2390 -6.0651 -4.4662 0.083
H -1.6708 -4.7547 -1.5807 0.069
C -2.0592 1.5906 -5.6616 -0.055
C -2.2850 1.4765 -7.1587 -0.535
C -3.2095 0.3508 -7.4878 -0.063
O -2.9669 2.6571 -7.4067 -0.053
H -3.0397 1.6385 -5.1878 0.084
H -1.5299 2.4972 -5.3683 0.077
H -1.4894 0.7440 -5.2787 0.075
H -1.3829 1.4908 -7.7703 0.138
H -2.6976 -0.6110 -7.4554 0.083
H -3.7954 0.4757 -8.3984 0.081
H -4.0181 0.2914 -6.7594 0.083
H -3.1827 2.5649 -8.3376 0.087
O -2.8515 3.8431 4.8013 -0.072
C -1.6673 4.6417 5.0267 -0.212
C -0.4262 3.6918 5.2237 -0.309
O -0.4171 3.0577 6.3962 -0.033
H -3.5558 4.2323 5.3248 0.078
H -1.5184 5.2917 4.1644 0.105
H -1.6271 5.3054 5.8904 0.114
H 0.5013 4.2384 5.0533 0.120
H -0.5193 2.9338 4.4460 0.111
H -1.2553 2.6184 6.5573 0.092
O 2.8570 -3.8017 4.5970 -0.059
C 3.0766 -2.6693 5.3458 -0.263
C 1.8464 -2.1625 6.2032 -0.227
O 1.7460 -2.8135 7.4645 -0.057
H 2.8781 -4.6181 5.1016 0.091
H 3.9532 -2.6892 5.9933 0.118
H 3.3020 -1.9403 4.5674 0.110
H 0.9722 -2.1664 5.5522 0.109
H 1.9092 -1.0891 6.3825 0.113
H 1.4373 -3.7003 7.2646 0.078
O -4.5802 -1.8570 4.7743 -0.073
C -3.5737 -1.0274 5.3894 -0.208
C -3.6768 -1.1113 6.9635 -0.210
O -2.8370 -0.0935 7.6086 -0.087
H -5.3570 -1.3083 4.6441 0.082
H -2.5414 -1.2500 5.1195 0.114
H -3.7452 0.0236 5.1568 0.111
H -3.3596 -2.0991 7.2978 0.109
H -4.6961 -1.0136 7.3372 0.110
H -3.2590 -0.0891 8.4709 0.069
O -2.9367 -5.2910 4.0818 -0.067
C -2.8061 -5.7723 2.7573 -0.256
C -2.6963 -7.2873 2.7111 -0.215
O -4.0086 -7.9304 2.7764 -0.077
H -3.3970 -4.4502 4.0294 0.069
H -3.6427 -5.3739 2.1834 0.122
H -1.9085 -5.3665 2.2908 0.111
H -2.0606 -7.6979 3.4956 0.120
H -2.2722 -7.5731 1.7486 0.113
H -4.0956 -7.8544 3.7294 0.068
O 0.5349 0.5917 1.2268 -0.071
C -0.8722 0.4063 0.9817 -0.234
C -1.1290 -0.4873 -0.1961 -0.269
O -0.7895 -1.8311 0.0465 -0.050
H 0.9952 -0.2385 1.3698 0.058
H -1.3792 0.1064 1.8988 0.116
H -1.2824 1.3846 0.7311 0.118
H -0.5779 -0.1455 -1.0722 0.120
H -2.1608 -0.2573 -0.4617 0.120
H 0.1653 -1.8474 0.1444 0.066
```

For the lowest unoccupied orbital energy, the calculation gives 0.2582 eV. The SMILES is CC(C)O.CC(C)O.CC(C)O.CC(C)O.CC(C)O.CC(C)O.CC(C)O.OCCO.OCCO.OCCO.OCCO.OCCO.

Record 4
A single C5H7P molecule, computed with ωB97M-V/def2-TZVPD.

XYZ file:
```
13
Properties=species:S:1:pos:R:3:lowdin_charge:R:1
C -1.0074 -1.4031 -0.1036 -0.169
C -0.7965 0.0579 -0.2534 -0.129
C -0.0167 -2.3131 0.0252 -0.575
C 0.2702 0.6936 0.1506 -0.247
C 0.6722 2.0570 0.0576 -0.094
P 1.7093 -2.0968 -0.1381 0.777
H -2.0052 -1.6208 0.0534 0.071
H -1.6038 0.6193 -0.6598 0.096
H -0.4807 -3.1652 0.2824 -0.005
H 0.8988 -0.0581 0.6162 0.011
H 1.5018 2.1565 -0.7028 0.109
H 1.0074 2.4092 1.0068 0.070
H -0.1495 2.6636 -0.3345 0.085
```

For the lowest unoccupied orbital energy (alpha / beta), the calculation gives -1.2089 / -0.7557 eV.

The following energy relative to the best compared isomer or geometry (same formula, charge and spin) values (in kJ/mol) correspond, in order, to the records above: 991.54; 332.19; 491.85; 241.82.